Record 1
C14H14F5NO4SZn as an isolated structure in a non-equilibrium geometry. Source: the Open Molecules 2025 dataset; level of theory: ωB97M-V/def2-TZVPD.

## Properties
Kohn-Sham gap ... 5.43 eV
Highest occupied orbital energy ... -17.057 eV
Net charge ... +2

Geometry as XYZ:
```
40
Properties=species:S:1:pos:R:3:forces:R:3
C 0.02026 -3.02176 1.93602 1.7813 -0.3146 -2.0401
C -0.53320 -1.71487 1.61126 1.2069 3.0336 0.1443
C 0.22600 -0.37518 1.66158 -0.8028 -1.7859 0.6779
C -0.47078 0.89994 1.69234 -2.2861 0.0235 0.0218
N -1.89833 1.08473 1.65410 4.0102 -1.6924 -0.3610
C -2.21724 1.65255 0.28844 0.0755 2.1624 -1.2007
C -3.51114 1.02539 -0.41007 0.1359 -0.1353 -0.6125
C -3.53537 -0.57326 -0.48792 -0.3643 0.1982 -0.3668
C -2.33144 -1.23045 -1.31507 0.0062 -0.9753 0.4624
C 0.41536 2.25709 1.73044 0.2494 2.2303 0.3834
O 0.10706 3.23213 2.42598 0.8183 -3.7957 -2.5234
C 1.72219 2.20937 0.77713 0.5041 -3.4057 0.6134
C 2.40299 0.94411 0.75729 -3.0060 2.0990 0.1216
S 3.86941 0.80173 -0.35357 6.8134 4.1668 3.6818
O 4.90555 -0.02930 0.33937 -3.7795 0.3125 -2.1936
O 4.42999 2.20149 -0.52349 -3.1585 -3.7639 -0.3344
C 3.44246 0.21409 -2.08139 0.4955 -0.4160 -2.8548
F 3.83779 1.18533 -3.04038 -1.0894 -2.5785 2.8945
F 4.15147 -0.97810 -2.31958 -1.6830 2.5193 0.6227
C 1.88564 -0.06723 -2.32844 -1.3157 -0.3190 -3.4463
F 1.45955 -1.27615 -1.66714 0.7002 2.5359 -0.4888
F 1.73771 -0.34452 -3.71410 0.2982 0.6381 3.8394
F 1.03595 1.00993 -2.04899 2.0948 -2.8999 -0.0598
C 1.83059 -0.26294 1.66504 1.0224 -0.9034 0.9388
O 2.56191 -1.04558 2.31643 -2.6728 2.0448 -2.7761
H 0.91580 -3.06059 2.64579 -1.5493 -0.1415 -0.6454
H -0.50046 -3.96127 1.51994 0.5612 1.5458 1.4218
H -1.64829 -1.67719 1.32688 1.8816 0.0083 0.3259
H -2.41907 0.22282 1.86766 0.2697 0.4911 -0.0991
H -1.27484 1.51095 -0.36027 -1.6779 0.0572 0.6123
H -2.32004 2.79527 0.42887 -0.1388 -1.8479 -0.3496
H -4.46748 1.44240 0.05828 1.4229 -0.6898 -0.4451
H -3.50138 1.40238 -1.50278 0.1054 -0.3943 1.7819
H -3.62210 -1.02827 0.56818 0.1397 0.5624 -1.4694
H -4.50967 -0.86630 -1.03092 1.4702 0.4456 1.0088
H -2.46716 -1.17437 -2.45884 0.2944 0.2516 1.9144
H -1.28571 -0.85950 -0.98898 -1.6065 -0.2794 -0.6999
H -2.33746 -2.36149 -1.06554 -0.0070 1.6608 -0.4885
H 2.04040 3.10105 0.14735 -0.3523 -1.1537 1.0725
Zn 1.85310 -3.28444 0.27911 -0.8676 0.5050 0.9157
```
Positions in Å, forces in eV/Å.

Record 2
C27H25ClFeNO as an isolated structure in a non-equilibrium geometry. Source: the Open Molecules 2025 dataset; level of theory: ωB97M-V/def2-TZVPD.

## Properties
Multiplicity ... 5
Kohn-Sham gap (alpha / beta) ... 2.86 / 3.16 eV
Highest occupied orbital energy (alpha / beta) ... -0.332 / -2.468 eV
Net charge ... -1

Geometry as XYZ:
```
56
Properties=species:S:1:pos:R:3:forces:R:3
C -5.82218 1.14102 0.58056 0.3100 -0.6045 0.2366
O -5.15764 -0.12287 0.70863 -0.8505 0.4030 -0.3830
C -3.81921 -0.15629 0.94030 0.9124 0.4475 0.6701
C -3.25838 -1.44378 1.10871 -0.6758 1.0057 -0.2959
C -1.88975 -1.55973 1.19511 0.6603 0.4890 -0.1478
C -1.04882 -0.41509 1.08730 -0.3108 -0.1059 0.4187
C 0.36290 -0.54308 0.60430 0.2089 -0.4614 0.3596
C 1.44557 0.25772 1.34054 -0.2329 0.8747 -0.9921
C 2.13001 0.00793 2.62841 -1.8013 -0.2625 0.5917
C 3.18191 0.98987 2.79215 0.2692 1.9042 0.1287
C 3.19140 1.84242 1.63260 -0.0607 1.2380 1.3901
C 2.13772 1.40185 0.75097 -2.3266 0.0956 -0.1076
Fe 3.42051 -0.06009 1.11112 -0.2766 0.6512 -0.1870
C 3.44303 -1.63960 -0.06185 1.2036 -0.1893 -0.2488
C 3.95787 -1.93622 1.28016 0.2103 -1.1930 -1.2070
C 5.08062 -1.04432 1.53275 1.4350 0.5571 -1.1820
C 5.26412 -0.18746 0.37023 0.9331 -1.0857 0.7802
C 4.25275 -0.54532 -0.62177 0.1690 -1.5537 -0.7519
C -1.64691 0.85124 1.29160 0.3137 -0.3837 -0.4017
C -3.02512 1.00587 1.14531 -0.7003 -0.5159 0.0461
H -6.87763 0.88509 0.47239 0.1035 0.1031 0.0494
H -5.67295 1.72013 1.50156 -0.0958 0.0987 -0.2787
H -5.50634 1.71259 -0.30820 0.1593 -0.2087 0.3353
H -3.92634 -2.30729 1.09210 0.2056 0.2342 0.0972
H -1.45986 -2.55741 1.35439 -0.0144 0.5649 -0.2586
H 0.65433 -1.61546 0.47960 -0.1439 0.8116 1.0898
H 1.85801 -0.73071 3.39090 -0.1170 0.4092 -0.3438
H 3.81716 1.18516 3.66056 -0.3952 -0.3663 -0.1715
H 3.74478 2.77392 1.47096 -0.1107 -0.4452 0.2711
H 1.79787 1.91041 -0.14779 0.3319 -0.0988 0.4726
H 2.68291 -2.19002 -0.59244 -0.0598 -0.1024 -0.0116
H 3.57028 -2.67473 1.96434 0.1988 -0.3101 -0.1061
H 5.68913 -1.00267 2.42071 0.0795 -0.1720 0.0815
H 6.04503 0.55541 0.24175 -0.0842 -0.1841 -0.0140
H 4.18065 -0.12252 -1.62253 0.0983 -0.3028 0.1474
H -1.01060 1.71570 1.53888 -0.2230 -0.4242 -0.5431
H -3.48499 2.01502 1.18602 0.3909 -0.8672 -0.0266
C -0.40661 -3.01335 -1.17726 0.2598 -0.4476 0.1754
C -0.55626 -1.61415 -1.55927 0.8620 -0.8505 -0.1159
C 0.28289 -0.49717 -1.24104 2.3432 0.6492 2.0775
C -0.34101 0.63178 -1.93915 -1.3114 0.7979 0.1701
C -1.56282 0.16929 -2.49475 0.0750 -0.6679 -0.1296
N -1.63304 -1.22702 -2.27446 -1.3685 1.8679 -1.0709
C -2.48617 1.00849 -3.11257 0.0290 0.7235 -0.3511
C -2.23953 2.40018 -3.09600 0.9306 -0.4810 0.0200
C -1.04608 2.86888 -2.49343 -0.2956 -1.0935 -0.0504
Cl -0.81048 4.58302 -2.36414 0.1036 0.2804 -0.0752
C -0.07842 2.00526 -1.94002 -1.0723 -0.0881 -0.0410
H 0.56897 -3.17581 -0.74387 0.4606 -0.2118 -0.2058
H -1.08497 -3.33115 -0.38858 -0.4007 -0.1023 -0.1329
H -0.54863 -3.66044 -2.03867 0.0690 -0.3653 -0.1789
H 1.41225 -0.54907 -1.27317 -1.0727 -0.1659 -0.3965
H -2.29780 -1.84573 -2.72460 0.2741 0.2883 0.3045
H -3.35473 0.61113 -3.65682 0.3139 0.1801 0.4738
H -2.88784 3.12380 -3.61162 0.2118 -0.5037 0.4284
H 0.76848 2.39536 -1.39090 -0.1252 0.1397 -0.4088
```
Positions in Å, forces in eV/Å.

Record 3
One molecule with the formula C3H5N5O in a non-equilibrium geometry. Source: the Open Molecules 2025 dataset; level of theory: ωB97M-V/def2-TZVPD.

## Properties
Kohn-Sham gap ... 7.90 eV
Highest occupied orbital energy ... -7.968 eV
SMILES ... NN1ON=C2CNN=C21

Geometry as XYZ:
```
14
Properties=species:S:1:pos:R:3:forces:R:3
C 0.26404 1.03260 -0.26702 -1.2545 3.4256 3.1058
C 1.73617 0.80420 0.19693 1.5288 -0.2673 -0.0346
C -0.28359 -0.24330 -0.37302 3.8019 -2.7474 -1.0912
H -2.08865 -0.95103 1.28202 -1.0592 -0.4787 -2.6597
H -2.61103 -1.88713 -0.20629 0.4094 1.9304 1.2938
H 2.50324 1.54283 -0.18454 -1.0739 -0.8241 0.0847
H 2.07467 0.62058 1.31514 -1.8065 0.9631 -1.6482
H 2.65524 -1.18102 0.03273 -2.1940 1.4011 -0.9790
N -2.52146 -0.92651 0.26472 1.6260 -0.5537 0.5961
N -1.60881 -0.16609 -0.57898 -2.0897 -2.1361 0.4272
N -0.75537 1.91274 -0.14734 3.2046 -1.8973 -0.6541
N 1.90128 -0.56135 -0.44517 0.7281 -0.4145 0.9429
N 0.61770 -1.18596 -0.45134 -0.7402 -0.0363 0.3206
O -1.88344 1.18946 -0.43784 -1.0808 1.6351 0.2957
```
Positions in Å, forces in eV/Å.

Record 4
One molecule with the formula C5H10O2. Source: the Open Molecules 2025 dataset; level of theory: ωB97M-V/def2-TZVPD.

## Properties
Kohn-Sham gap ... 11.24 eV
Highest occupied orbital energy ... -10.508 eV
SMILES ... CCCCC(=O)O

Geometry as XYZ:
```
17
Properties=species:S:1:pos:R:3:forces:R:3
O -2.18591 -0.76847 1.03234 -0.1435 -0.3891 0.2267
C -1.76329 -0.45540 -0.03328 -0.0102 0.2679 -0.3616
O -2.41707 0.50856 -0.78058 0.1535 0.2125 0.3832
C -0.55457 -1.02741 -0.73056 0.4306 0.0210 0.2078
C 0.52271 0.04758 -0.98933 -0.4000 0.0554 -0.3413
C 0.99394 0.86271 0.21653 -0.5894 0.1100 0.0188
C 1.13005 0.03628 1.48983 0.2338 -0.0110 0.0155
H -1.78515 1.22763 -0.91706 -0.1365 -0.0344 -0.3814
H -0.17794 -1.87332 -0.15417 -0.0412 0.1266 0.0214
H -0.87876 -1.37860 -1.70803 -0.0937 -0.1867 -0.0196
H 0.07398 0.69993 -1.74752 0.3048 0.2217 0.0253
H 1.38512 -0.39324 -1.48756 -0.0269 -0.3011 0.0608
H 0.27098 1.66438 0.41272 0.0114 -0.0064 0.0247
H 1.90693 1.37700 -0.07247 0.2310 -0.0390 0.1478
H 1.66164 0.57226 2.27367 0.0674 0.1138 -0.0289
H 0.14630 -0.20477 1.88788 0.0172 -0.1627 -0.0107
H 1.67104 -0.89509 1.30758 -0.0081 0.0014 0.0116
```
Positions in Å, forces in eV/Å.